Formula: C5H10O
Source: the Open Molecules 2025 dataset
Level of theory: ωB97M-V/def2-TZVPD

Cartesian coordinates (Å):
1 O -1.0849 -0.6035 2.2975
2 C 0.1677 -0.4917 1.6723
3 C 0.0501 0.3690 0.4384
4 C 1.1914 0.4377 -0.5820
5 C 0.1440 0.3686 -1.7062
6 C -0.8858 -0.2467 -0.7413
7 H -1.6611 -0.8272 1.5229
8 H 0.8486 -0.0333 2.3927
9 H 0.5780 -1.4825 1.4054
10 H -0.3061 1.3709 0.7160
11 H 1.8075 -0.4685 -0.5457
12 H 1.8435 1.3150 -0.5645
13 H -0.1599 1.3737 -2.0134
14 H 0.4025 -0.2077 -2.5945
15 H -0.8383 -1.3485 -0.7681
16 H -1.9348 0.0495 -0.9049

The net charge is 0. As for the total energy: -7393.5575 eV. As for the frontier orbital gap: 11.3 eV. The largest force on an atom comes out at 1.6 eV/Å. For the energy above the lowest of the compared OMol25 structures with the same formula, charge and spin, the calculation gives 1.2078 eV. The calculation puts the HOMO energy at -10.1744 eV. As for the SMILES: OCC1CCC1. The calculation puts the molar mass at 86.13 Da.